C3H6N4 | wB97M-V/def2-TZVPD

Properties
- Energy relative to the best compared isomer or geometry (same formula, charge and spin): 39.62 kcal/mol
- LUMO: 0.872 eV
- Charge: 0
- Kohn-Sham gap: 9.078 eV
- SMILES string: NNc1ncc[nH]1
- HOMO: -0.302 Eh

Element x y z (Å)
1 N -0.11 1.68 1.60
2 N -0.90 1.20 0.49
3 C -0.42 0.08 -0.25
4 N -0.45 -0.14 -1.54
5 C 0.07 -1.42 -1.67
6 C 0.60 -1.82 -0.47
7 N 0.20 -0.86 0.45
8 H -0.58 2.48 2.01
9 H 0.68 2.14 1.12
10 H -0.83 1.90 -0.25
11 H 0.39 -1.86 -2.57
12 H 1.24 -2.63 -0.33
13 H 0.10 -0.76 1.44

=====

C34H33F6N6 | wB97M-V/def2-TZVPD

Properties
- Energy relative to the best compared isomer or geometry (same formula, charge and spin): 8.58 kcal/mol
- LUMO: -4.388 eV
- Charge: +1
- Kohn-Sham gap: 6.249 eV
- HOMO: -0.391 Eh

Element x y z (Å)
1 F 4.18 0.15 -4.43
2 C 4.63 0.04 -3.15
3 F 4.18 -1.17 -2.65
4 F 6.00 -0.04 -3.18
5 C 4.21 1.17 -2.24
6 N 4.70 0.90 -0.89
7 C 5.73 1.76 -0.42
8 C 5.43 3.08 -0.04
9 C 6.46 3.97 0.25
10 C 7.80 3.57 0.11
11 C 8.10 2.26 -0.28
12 C 7.07 1.35 -0.51
13 C 4.06 0.00 -0.07
14 C 4.76 -0.62 1.00
15 C 4.15 -1.57 1.79
16 C 2.76 -1.84 1.65
17 C 2.02 -2.65 2.57
18 C 0.67 -2.32 2.94
19 C -0.23 -3.32 3.39
20 C -1.53 -3.04 3.75
21 C -2.01 -1.70 3.74
22 N -3.30 -1.41 4.12
23 C -4.29 -2.49 4.26
24 C -4.86 -2.82 2.91
25 F -5.73 -3.86 2.92
26 F -5.52 -1.72 2.41
27 F -3.86 -3.11 2.02
28 C -3.73 -0.12 4.53
29 C -4.14 0.81 3.56
30 C -4.80 1.98 3.94
31 C -5.00 2.26 5.29
32 C -4.53 1.38 6.27
33 C -3.94 0.17 5.89
34 C -1.12 -0.68 3.32
35 C 0.16 -0.98 2.91
36 C 2.07 -1.21 0.57
37 C 2.70 -0.33 -0.28
38 H 4.70 2.07 -2.60
39 H 3.12 1.26 -2.27
40 H 4.38 3.38 0.02
41 H 6.22 4.98 0.57
42 H 8.60 4.28 0.30
43 H 9.13 1.94 -0.39
44 H 7.28 0.31 -0.80
45 H 5.81 -0.34 1.18
46 H 4.69 -2.04 2.62
47 H 2.55 -3.39 3.17
48 H 0.11 -4.34 3.49
49 H -2.17 -3.86 4.08
50 H -3.85 -3.39 4.69
51 H -5.11 -2.11 4.88
52 H -3.97 0.58 2.51
53 H -5.15 2.68 3.17
54 H -5.52 3.18 5.59
55 H -4.64 1.62 7.33
56 H -3.62 -0.55 6.64
57 H -1.46 0.36 3.31
58 H 0.82 -0.18 2.59
59 H 1.00 -1.37 0.46
60 H 2.13 0.16 -1.07
61 N 1.55 -5.07 6.95
62 N 1.57 -5.32 5.83
63 N 1.52 -5.36 4.59
64 C 1.95 -6.61 3.99
65 C 2.01 -6.45 2.47
66 C 2.92 -7.56 1.90
67 C 3.62 -6.92 0.69
68 C 3.35 -5.41 0.77
69 N 2.48 -5.17 1.95
70 H 2.94 -6.95 4.39
71 H 1.22 -7.43 4.17
72 H 0.97 -6.60 2.11
73 H 3.65 -7.86 2.67
74 H 2.29 -8.41 1.64
75 H 4.69 -7.14 0.70
76 H 3.16 -7.32 -0.22
77 H 4.28 -4.84 0.90
78 H 2.87 -5.02 -0.16
79 H 1.68 -4.59 1.68

=====

C18H48BF4FeO18S6 | wB97M-V/def2-TZVPD

Properties
- LUMO (spin up / spin down): -1.878 / -1.879 eV
- Charge: +1
- Kohn-Sham gap (spin up / spin down): 11.510 / 9.532 eV
- HOMO (spin up / spin down): -0.492 / -0.419 Eh
- 2S+1: 5
- ⟨S²⟩: 6.0049

Element x y z (Å)
1 Fe -1.54 0.17 0.87
2 B -3.81 0.72 2.23
3 F -3.24 1.50 1.20
4 F -2.73 -0.09 2.68
5 F -4.33 1.52 3.24
6 F -4.82 -0.08 1.73
7 O -1.99 -4.33 1.84
8 S -2.15 -3.51 0.67
9 O -2.07 -2.09 0.81
10 O -1.09 -3.93 -0.44
11 C -0.51 -5.24 -0.43
12 C -1.46 -6.27 -1.08
13 C -3.72 -3.90 -0.12
14 H -0.18 -5.55 0.56
15 H 0.39 -5.27 -1.05
16 H -2.24 -6.49 -0.35
17 H -0.99 -7.20 -1.38
18 H -1.98 -5.80 -1.91
19 H -3.72 -3.71 -1.19
20 H -4.44 -3.25 0.39
21 H -4.03 -4.90 0.17
22 O -0.22 -0.88 2.36
23 S 0.42 -1.87 3.18
24 O 0.51 -3.22 2.68
25 O 1.93 -1.33 3.38
26 C 2.81 -2.17 4.13
27 C 4.23 -1.83 3.73
28 C -0.25 -1.85 4.85
29 H 2.65 -3.23 3.93
30 H 2.64 -1.96 5.20
31 H 5.03 -2.40 4.21
32 H 4.43 -0.76 3.86
33 H 4.37 -1.98 2.66
34 H -1.17 -2.44 4.84
35 H -0.42 -0.82 5.14
36 H 0.42 -2.28 5.60
37 O 0.07 4.08 2.56
38 S 0.48 2.72 2.27
39 O -0.50 1.71 1.92
40 O 1.54 2.83 1.03
41 C 2.65 3.72 1.25
42 C 3.92 2.99 0.89
43 C 1.49 1.98 3.58
44 H 2.71 4.14 2.25
45 H 2.51 4.52 0.52
46 H 4.03 1.99 1.33
47 H 4.81 3.55 1.20
48 H 3.98 2.72 -0.17
49 H 2.20 1.35 3.06
50 H 0.81 1.46 4.23
51 H 1.99 2.82 4.08
52 O 2.47 -0.17 0.49
53 S 1.56 -0.52 -0.59
54 O 0.14 -0.36 -0.47
55 O 2.03 0.33 -1.89
56 C 3.30 0.08 -2.50
57 C 3.19 0.45 -3.97
58 C 1.83 -2.24 -1.07
59 H 3.60 -0.97 -2.46
60 H 4.03 0.68 -1.96
61 H 3.96 0.06 -4.63
62 H 3.18 1.54 -4.09
63 H 2.23 0.13 -4.37
64 H 2.90 -2.43 -1.11
65 H 1.38 -2.36 -2.05
66 H 1.35 -2.84 -0.31
67 O -3.25 -1.90 -2.61
68 S -3.10 -0.51 -2.24
69 O -2.71 -0.15 -0.89
70 O -2.08 0.19 -3.27
71 C -1.72 -0.47 -4.49
72 C -0.62 -1.48 -4.20
73 C -4.58 0.46 -2.60
74 H -1.29 0.24 -5.20
75 H -2.58 -0.89 -5.01
76 H -0.40 -2.11 -5.07
77 H -1.04 -2.27 -3.56
78 H 0.26 -1.10 -3.69
79 H -5.31 0.24 -1.83
80 H -4.92 0.20 -3.59
81 H -4.29 1.52 -2.60
82 O -1.16 1.93 -0.64
83 S -1.34 3.17 -1.31
84 O -2.48 3.36 -2.15
85 O -1.35 4.30 -0.16
86 C -1.34 5.70 -0.42
87 C 0.06 6.28 -0.31
88 C 0.13 3.55 -2.25
89 H -1.96 6.22 0.32
90 H -1.94 5.93 -1.31
91 H 0.46 6.18 0.69
92 H 0.09 7.34 -0.56
93 H 0.78 5.71 -0.90
94 H -0.08 4.58 -2.55
95 H 0.22 2.98 -3.17
96 H 0.98 3.58 -1.58